{"formula": "C47H41Cl33F6", "method": "ωB97M-V/def2-TZVPD", "homo_lumo_gap_ev": 9.2080, "charge": 0, "e_homo_ha": -0.338, "elements": ["F", "C", "C", "C", "C", "C", "C", "H", "H", "H", "H", "H", "F", "C", "C", "C", "C", "C", "C", "H", "H", "H", "H", "H", "F", "C", "C", "C", "C", "C", "C", "H", "H", "H", "H", "H", "F", "C", "C", "C", "C", "C", "C", "H", "H", "H", "H", "H", "F", "C", "C", "C", "C", "C", "C", "H", "H", "H", "H", "H", "F", "C", "C", "C", "C", "C", "C", "H", "H", "H", "H", "H", "C", "Cl", "Cl", "Cl", "H", "C", "Cl", "Cl", "Cl", "H", "C", "Cl", "Cl", "Cl", "H", "C", "Cl", "Cl", "Cl", "H", "C", "Cl", "Cl", "Cl", "H", "C", "Cl", "Cl", "Cl", "H", "C", "Cl", "Cl", "Cl", "H", "C", "Cl", "Cl", "Cl", "H", "C", "Cl", "Cl", "Cl", "H", "C", "Cl", "Cl", "Cl", "H", "C", "Cl", "Cl", "Cl", "H"], "positions_angstrom": [[-3.691, -1.223, 1.990], [-3.158, -2.478, 1.800], [-4.018, -3.448, 1.378], [-3.476, -4.739, 1.235], [-2.139, -5.012, 1.509], [-1.308, -3.988, 1.928], [-1.820, -2.696, 2.075], [-5.076, -3.140, 1.108], [-4.069, -5.537, 0.763], [-1.660, -5.968, 1.269], [-0.279, -4.051, 2.165], [-1.221, -1.903, 2.376], [-3.662, 3.641, -0.179], [-3.995, 3.381, 1.106], [-4.657, 4.301, 1.865], [-4.945, 3.998, 3.204], [-4.582, 2.721, 3.699], [-3.975, 1.770, 2.857], [-3.648, 2.147, 1.578], [-4.910, 5.238, 1.399], [-5.517, 4.668, 3.825], [-4.759, 2.426, 4.692], [-3.693, 0.839, 3.241], [-3.076, 1.436, 0.997], [-4.583, 1.207, -2.049], [-3.551, 0.380, -2.205], [-3.140, -0.382, -1.148], [-1.993, -1.173, -1.300], [-1.365, -1.280, -2.502], [-1.845, -0.547, -3.597], [-2.918, 0.313, -3.443], [-3.617, -0.316, -0.187], [-1.664, -1.841, -0.522], [-0.558, -1.985, -2.664], [-1.348, -0.632, -4.553], [-3.326, 0.999, -4.153], [-6.191, -2.546, 6.988], [-4.906, -2.583, 6.567], [-4.454, -1.767, 5.570], [-3.117, -1.890, 5.132], [-2.326, -2.913, 5.610], [-2.811, -3.687, 6.636], [-4.094, -3.510, 7.150], [-5.132, -1.030, 5.165], [-2.699, -1.221, 4.411], [-1.352, -3.078, 5.186], [-2.150, -4.501, 6.979], [-4.498, -4.147, 7.911], [2.462, -3.270, -3.406], [3.680, -3.480, -2.878], [4.359, -2.333, -2.368], [5.669, -2.556, -1.955], [6.239, -3.823, -1.933], [5.486, -4.894, -2.320], [4.223, -4.773, -2.855], [3.910, -1.359, -2.268], [6.310, -1.749, -1.601], [7.276, -3.968, -1.587], [5.914, -5.914, -2.235], [3.636, -5.604, -3.248], [1.816, 0.035, -1.999], [1.074, 0.526, -0.931], [1.408, 0.134, 0.359], [0.701, 0.752, 1.441], [-0.321, 1.661, 1.126], [-0.616, 1.996, -0.186], [0.114, 1.465, -1.252], [2.163, -0.658, 0.524], [1.008, 0.549, 2.447], [-0.948, 2.089, 1.877], [-1.470, 2.659, -0.310], [-0.090, 1.755, -2.285], [6.409, -0.208, 1.739], [7.911, -0.604, 0.949], [5.016, -0.010, 0.645], [6.555, 1.161, 2.873], [6.109, -1.033, 2.402], [1.039, 6.353, -1.211], [2.721, 6.175, -1.677], [0.291, 4.771, -1.133], [0.185, 7.443, -2.251], [1.046, 6.736, -0.184], [-0.912, 4.337, -6.199], [0.315, 4.068, -7.384], [-0.130, 4.784, -4.691], [-1.973, 2.902, -6.126], [-1.481, 5.161, -6.616], [-4.726, 5.438, -2.489], [-2.945, 5.551, -2.792], [-5.476, 4.326, -3.655], [-5.477, 7.024, -2.444], [-4.869, 4.932, -1.563], [2.498, 3.771, 2.140], [2.862, 2.713, 3.500], [3.575, 3.286, 0.820], [2.651, 5.451, 2.522], [1.464, 3.506, 1.863], [2.579, -2.161, 4.605], [1.348, -1.440, 5.732], [3.258, -0.822, 3.695], [2.075, -3.356, 3.452], [3.269, -2.653, 5.268], [4.203, -3.531, -6.451], [3.472, -5.171, -6.197], [3.779, -2.868, -8.007], [5.932, -3.579, -6.264], [3.832, -2.961, -5.607], [1.745, -0.151, -5.118], [1.304, 1.259, -6.062], [3.501, -0.297, -5.090], [0.971, -1.630, -5.794], [1.393, -0.009, -4.118], [-1.414, 4.576, 3.523], [-1.587, 6.072, 4.407], [-0.303, 3.418, 4.246], [-0.907, 5.060, 1.911], [-2.392, 4.165, 3.506], [2.803, -6.612, 0.681], [2.756, -8.230, -0.120], [2.895, -6.718, 2.417], [1.528, -5.495, 0.238], [3.685, -6.126, 0.301], [4.061, 3.648, -3.891], [2.832, 2.530, -3.223], [4.833, 2.981, -5.311], [5.213, 4.012, -2.584], [3.640, 4.562, -4.208]], "lowdin_charge": [0.01, -0.30, -0.01, -0.07, -0.09, -0.09, -0.03, 0.15, 0.11, 0.10, 0.02, 0.09, 0.03, -0.30, -0.02, -0.06, -0.07, -0.05, -0.03, 0.12, 0.11, 0.09, 0.07, 0.09, 0.06, -0.29, -0.01, -0.07, -0.10, -0.07, -0.01, 0.09, 0.10, 0.11, 0.07, 0.09, 0.06, -0.30, 0.00, -0.07, -0.11, -0.08, -0.01, 0.11, 0.08, 0.08, 0.12, 0.12, 0.02, -0.28, -0.02, -0.10, -0.11, -0.12, -0.05, 0.08, 0.08, 0.11, 0.12, 0.10, -0.04, -0.27, -0.01, -0.07, -0.13, -0.14, -0.05, 0.09, 0.05, 0.04, 0.08, 0.12, -1.55, 0.57, 0.53, 0.51, -0.01, -1.57, 0.54, 0.56, 0.56, 0.01, -1.55, 0.53, 0.51, 0.52, 0.02, -1.51, 0.48, 0.53, 0.55, -0.04, -1.59, 0.50, 0.51, 0.57, -0.05, -1.50, 0.51, 0.53, 0.57, 0.01, -1.58, 0.51, 0.55, 0.56, -0.07, -1.49, 0.52, 0.57, 0.55, -0.03, -1.52, 0.57, 0.59, 0.57, -0.05, -1.55, 0.51, 0.54, 0.56, -0.01, -1.50, 0.54, 0.55, 0.50, -0.02]}

***

{"formula": "C47H42GeN2NiP2Se", "method": "ωB97M-V/def2-TZVPD", "multiplicity": 2, "homo_lumo_gap_ev": [5.8835, 6.2522], "charge": 1, "e_homo_ha": [-0.374, -0.376], "elements": ["Ni", "C", "N", "P", "C", "C", "C", "C", "C", "C", "C", "C", "C", "C", "C", "C", "P", "C", "C", "C", "C", "C", "C", "C", "C", "C", "C", "C", "C", "H", "H", "H", "H", "H", "H", "H", "H", "H", "H", "H", "H", "H", "H", "H", "H", "H", "H", "H", "H", "H", "H", "H", "Se", "C", "C", "C", "N", "C", "C", "H", "H", "H", "H", "C", "Ge", "C", "C", "C", "C", "C", "C", "C", "C", "C", "C", "C", "C", "C", "C", "C", "C", "H", "H", "H", "H", "H", "H", "H", "H", "H", "H", "H", "H", "H", "H", "H"], "positions_angstrom": [[0.287, -0.679, -0.830], [0.846, 3.507, -0.195], [0.668, 2.064, -0.398], [1.924, 0.926, -0.589], [3.419, 1.728, -0.009], [4.575, 1.768, -0.785], [5.741, 2.301, -0.250], [5.758, 2.773, 1.054], [4.611, 2.715, 1.837], [3.445, 2.184, 1.314], [2.138, 0.740, -2.393], [2.364, -0.534, -2.913], [2.575, -0.712, -4.277], [2.531, 0.380, -5.125], [2.262, 1.651, -4.621], [2.074, 1.833, -3.265], [-0.698, 1.197, 0.197], [-0.896, 1.939, 1.851], [-0.104, 1.454, 2.892], [-0.055, 2.116, 4.110], [-0.801, 3.272, 4.298], [-1.598, 3.758, 3.272], [-1.647, 3.098, 2.050], [-2.126, 1.778, -0.731], [-1.979, 2.380, -1.975], [-3.103, 2.739, -2.708], [-4.369, 2.479, -2.206], [-4.518, 1.852, -0.973], [-3.400, 1.488, -0.240], [1.827, 3.812, -0.555], [0.769, 3.774, 0.860], [0.087, 4.058, -0.750], [4.565, 1.396, -1.801], [6.638, 2.341, -0.854], [6.671, 3.184, 1.465], [4.631, 3.076, 2.857], [2.549, 2.132, 1.926], [2.477, -1.381, -2.244], [2.776, -1.700, -4.669], [2.707, 0.248, -6.185], [2.210, 2.498, -5.293], [1.879, 2.825, -2.872], [0.475, 0.551, 2.761], [0.561, 1.726, 4.911], [-0.765, 3.791, 5.247], [-2.179, 4.659, 3.417], [-2.267, 3.491, 1.254], [-0.988, 2.567, -2.373], [-2.989, 3.217, -3.672], [-5.244, 2.753, -2.782], [-5.507, 1.646, -0.584], [-3.515, 0.979, 0.712], [-1.582, -1.718, -1.729], [-1.800, -1.128, -3.539], [-0.809, -1.119, -4.506], [-1.143, -0.730, -5.795], [-2.369, -0.366, -6.169], [-3.314, -0.389, -5.227], [-3.086, -0.756, -3.908], [0.202, -1.414, -4.269], [-0.386, -0.719, -6.572], [-4.311, -0.102, -5.544], [-3.892, -0.755, -3.184], [1.528, -4.035, -0.538], [0.610, -2.665, 0.482], [1.598, -2.351, 2.129], [2.271, -1.175, 2.452], [2.942, -1.048, 3.663], [2.949, -2.107, 4.560], [2.292, -3.288, 4.242], [1.619, -3.413, 3.034], [-1.146, -3.355, 0.935], [-1.550, -4.508, 0.316], [-2.813, -5.084, 0.581], [-3.664, -4.483, 1.456], [-3.303, -3.276, 2.106], [-4.188, -2.635, 3.012], [-3.854, -1.455, 3.603], [-2.608, -0.851, 3.312], [-1.736, -1.455, 2.454], [-2.043, -2.690, 1.830], [1.474, -4.953, 0.050], [2.576, -3.774, -0.684], [1.063, -4.192, -1.510], [2.292, -0.357, 1.746], [3.459, -0.127, 3.905], [3.470, -2.016, 5.504], [2.299, -4.116, 4.939], [1.104, -4.339, 2.803], [-0.898, -5.004, -0.392], [-3.102, -5.995, 0.074], [-4.638, -4.912, 1.661], [-5.140, -3.107, 3.227], [-4.534, -0.980, 4.298], [-2.345, 0.091, 3.779], [-0.785, -0.987, 2.243]], "lowdin_charge": [-0.11, -0.11, -0.46, 0.96, -0.35, -0.06, -0.06, -0.06, -0.06, -0.10, -0.37, -0.12, -0.08, -0.06, -0.05, -0.07, 0.98, -0.34, -0.13, -0.06, -0.06, -0.06, -0.08, -0.38, -0.09, -0.07, -0.07, -0.06, -0.10, 0.08, 0.08, 0.08, 0.11, 0.11, 0.11, 0.11, 0.10, 0.09, 0.12, 0.12, 0.11, 0.11, 0.07, 0.11, 0.11, 0.11, 0.11, 0.10, 0.11, 0.11, 0.11, 0.11, 0.85, -0.59, -0.11, -0.14, 0.06, -0.14, -0.13, 0.07, 0.10, 0.11, 0.10, -0.22, 0.91, -0.30, -0.14, -0.08, -0.07, -0.07, -0.09, -0.33, -0.13, -0.06, -0.02, -0.15, -0.03, -0.07, -0.06, -0.06, -0.18, 0.04, 0.03, 0.03, 0.03, 0.10, 0.11, 0.11, 0.11, 0.09, 0.11, 0.12, 0.12, 0.11, 0.10, 0.05]}